Record 1
Below is a 2-piece molecular cluster, C7H5Cl2N3 overall in a non-equilibrium geometry, with properties calculated with ωB97M-V/def2-TZVPD.

The geometry in XYZ format:
```
17
Properties=species:S:1:pos:R:3
H -2.7805 -1.1970 0.8925
Cl 2.7569 -0.2252 -1.2782
N 0.0797 -0.1506 -1.4244
C 1.0821 2.0376 1.3768
Cl 2.2783 -1.5792 1.2332
N 2.0850 1.3264 1.0689
C -2.2335 -0.5134 -0.9899
C 0.4244 -0.4337 -0.1659
C -0.6183 -0.7563 0.7822
C 1.8291 -0.4175 0.0864
C -1.1678 -0.1096 -1.8176
H 2.8827 1.6882 0.7523
H -3.3421 -0.4921 -1.1885
C -1.9283 -0.8578 0.3138
N 0.1501 2.6697 1.6468
H -1.3136 0.2840 -2.8747
H -0.1841 -1.2737 1.5865
```

DFT total energy   -1354.2784 Ha
Kohn-Sham gap   8.021 eV
Highest occupied orbital energy   -9.17 eV
LUMO   -0.0424 Ha
Total charge   0
Multiplicity   1

***

Record 2
Below is C7H5ClN2OS2 as an isolated structure in a non-equilibrium geometry, with properties calculated with ωB97M-V/def2-TZVPD.

The geometry in XYZ format:
```
18
Properties=species:S:1:pos:R:3
C 0.0715 -2.3313 -2.7866
S 1.8218 1.7368 2.1667
H 2.7409 1.1574 4.4699
N 1.3417 -0.9164 2.3420
H 2.1996 -1.2564 4.2282
C -1.5379 -0.3513 -2.3946
H -0.5956 1.8256 -2.2325
H -2.5027 0.1748 -2.7144
Cl 1.1143 -3.2469 -3.8021
N 0.0378 0.4828 -0.7256
H -1.6995 -1.1594 -1.6883
C 1.2051 0.0731 1.4721
C 2.2645 0.8023 3.5416
C 1.8939 -0.5121 3.4976
C 0.5976 0.2049 0.3033
S -0.7435 -1.1732 -3.8107
O -0.0512 -2.5071 -1.6207
C -0.6044 0.7677 -1.7966
```

DFT total energy   -1710.9410 Ha
Kohn-Sham gap (alpha / beta)   6.998 / 6.997 eV
Highest occupied orbital energy (alpha / beta)   -7.03 / -7.03 eV
LUMO (alpha / beta)   -0.0012 / -0.0012 Ha
Total charge   0
Multiplicity   1

***

Record 3
Below is C7H5ClNO4S2 as an isolated structure in a non-equilibrium geometry, with properties calculated with ωB97M-V/def2-TZVPD.

The geometry in XYZ format:
```
20
Properties=species:S:1:pos:R:3
C 1.3865 1.0202 0.4307
H 1.2426 2.0659 0.6497
C 1.7498 -1.6995 -0.1826
C -1.7460 -1.1517 -0.1655
C 0.2804 0.1842 0.3298
Cl 4.0245 1.5258 0.3095
H 1.8752 -2.7429 -0.4248
H -3.4645 -0.0328 0.4930
C 2.6435 0.4797 0.2129
C 2.8533 -0.8538 -0.0795
O -3.2949 1.2954 0.2258
C 0.4960 -1.1823 0.0171
S -3.1963 -1.4523 0.7115
O -1.7461 1.3676 -1.6589
N -1.0039 0.5021 0.5828
O -1.4943 2.9393 0.1924
S -1.9185 1.6370 -0.2475
H 3.8517 -1.2314 -0.2310
H -1.8808 -0.7279 -1.1615
O -0.6583 -1.9425 -0.0038
```

DFT total energy   -1882.0783 Ha
Kohn-Sham gap   8.005 eV
Highest occupied orbital energy   -5.01 eV
LUMO   0.1099 Ha
Total charge   -1
Multiplicity   1

***

Record 4
Below is an isolated ion of composition C7H5F2O4S and charge -1 in a non-equilibrium geometry, with properties calculated with ωB97M-V/def2-TZVPD.

The geometry in XYZ format:
```
19
Properties=species:S:1:pos:R:3
C -0.1182 -0.9191 0.7265
C -0.3302 1.3760 -0.9011
H 1.4294 0.6490 -1.7696
S -2.9927 -1.3510 -0.2852
F -2.6454 3.0718 -0.4547
O -3.9219 -2.4271 0.0634
C 0.6874 0.4660 -1.0287
C -1.4209 1.1529 0.1132
H -0.4129 2.1835 -1.6206
C 0.7893 -0.5962 -0.1911
H 0.0129 -1.8944 1.2163
H -1.1189 0.3184 2.1585
O -2.3680 -0.8407 1.1916
O -3.6677 -0.1563 -0.7763
F -3.4325 1.8201 1.0924
C -1.2197 -0.0877 1.0872
H 1.4002 -1.4583 -0.5311
C -2.5295 1.9108 0.1763
O -1.8947 -1.6636 -1.1593
```

DFT total energy   -1168.5462 Ha
<S²>   2.029
Kohn-Sham gap (alpha / beta)   5.919 / 6.841 eV
Highest occupied orbital energy (alpha / beta)   -2.26 / -5.25 eV
LUMO (alpha / beta)   0.1344 / 0.0583 Ha
Total charge   -1
Multiplicity   3

***

Record 5
Below is a single C7H5FN4O2S molecule in a non-equilibrium geometry, with properties calculated with ωB97M-V/def2-TZVPD.

The geometry in XYZ format:
```
20
Properties=species:S:1:pos:R:3
H 1.7904 -1.3230 -1.0688
O -2.6130 -0.2862 -1.8496
S -3.0002 -2.4727 2.7798
H 1.3350 0.8189 0.9690
C -2.0866 -1.0259 2.4946
C 2.0840 -0.2535 -1.4570
N -1.6048 0.0638 1.7581
H 1.2438 1.8930 -1.6087
O -1.2998 -1.0635 -0.3590
C -0.5723 -0.4087 0.7417
H -0.0879 0.5467 -2.0172
H 2.9604 0.2311 -0.8120
N -2.3537 -0.2811 -0.6567
C 0.4268 -1.5027 1.4661
C -0.4080 2.2948 0.6088
C 0.3610 0.8694 0.2806
N 1.3011 -2.2445 2.1114
C 0.8113 0.8212 -1.3119
F 2.4811 -0.2212 -2.8836
N -0.7686 3.5440 0.8142
```

SMILES   N#C[C@H](CCF)[C@@](C#N)(N=C=S)ON=O
DFT total energy   -1136.8819 Ha
Kohn-Sham gap   8.665 eV
Highest occupied orbital energy   -10.58 eV
LUMO   -0.0703 Ha
Total charge   0
Multiplicity   1

***

Record 6
Below is C7H5I3NO2 as an isolated structure in a non-equilibrium geometry, with properties calculated with ωB97M-V/def2-TZVPD.

The geometry in XYZ format:
```
18
Properties=species:S:1:pos:R:3
C -0.0163 -0.5231 -0.4960
H -1.5943 2.1251 0.4271
C 2.2388 0.4951 0.6409
C -1.4397 -2.3353 1.5903
N -1.2788 1.3898 -0.1478
H 2.9684 0.9016 1.4035
I 1.1947 3.3922 0.8871
I -3.7896 -1.1323 0.8242
C 1.1376 1.3760 0.3908
C 2.3206 -0.8230 0.1330
H -2.0578 0.7778 -0.3695
C 1.1803 -1.2411 -0.6276
H 1.1579 -2.2074 -1.0649
C -0.0949 0.8051 -0.0032
H -0.9059 -0.7263 -1.1848
O -1.1295 -1.5790 2.4087
I 4.0441 -1.9418 0.6301
O -1.3644 -3.2188 0.8390
```

DFT total energy   -1368.1794 Ha
Kohn-Sham gap   6.616 eV
Highest occupied orbital energy   -4.39 eV
LUMO   0.0819 Ha
Total charge   -1
Multiplicity   1

***

Record 7
Below is a 2-piece molecular cluster, C7H5I3NO2 overall in a non-equilibrium geometry, with properties calculated with ωB97M-V/def2-TZVPD.

The geometry in XYZ format:
```
18
Properties=species:S:1:pos:R:3
N 0.9383 -1.8486 -0.5423
I 3.5054 0.9611 -0.5659
H -1.0753 2.2065 -0.9948
O 2.5933 1.8838 2.2391
C -2.5077 0.7937 -0.2771
H -3.5536 -0.9535 0.3943
C -1.2120 1.1394 -0.6174
C -2.6624 -0.5531 -0.0125
C -0.2015 -1.0916 -0.5212
O 4.8550 2.1220 2.0354
C 3.6997 1.9498 1.8889
I -4.2028 2.0000 -0.1318
I -1.7284 -3.5132 0.6395
H 0.8930 0.8203 -0.8882
H 1.5684 -1.8103 -1.3367
C -0.1260 0.2866 -0.7830
H 0.6868 -2.8865 -0.3563
C -1.4702 -1.5063 -0.1701
```

DFT total energy   -1368.1609 Ha
Kohn-Sham gap   6.531 eV
Highest occupied orbital energy   -4.39 eV
LUMO   0.0786 Ha
Total charge   -1
Multiplicity   1

***

Record 8
Below is a 2-piece molecular cluster, C7H5N2O2S overall in a non-equilibrium geometry, with properties calculated with ωB97M-V/def2-TZVPD.

The geometry in XYZ format:
```
17
Properties=species:S:1:pos:R:3
H -0.5217 -2.0527 1.8118
O 2.3942 -0.5996 -0.5667
C -0.7846 -1.2512 1.0897
H -2.9239 -1.3830 1.6106
S 1.8290 -2.4828 1.2212
C 0.2272 -0.6387 0.2560
H -3.4951 0.2679 -0.1590
H -1.6659 1.4447 -1.4696
N 3.1731 2.1908 0.3161
C -2.0722 -0.9193 0.9104
C -0.1324 0.3851 -0.6203
N 2.9045 2.1736 -0.7534
C -1.4239 0.7399 -0.7503
H 0.6678 0.9652 -1.1484
O 2.6779 2.2858 -1.8680
C -2.4271 0.0046 -0.0818
C 1.5731 -1.1302 0.2017
```

DFT total energy   -927.9105 Ha
Kohn-Sham gap   6.853 eV
Highest occupied orbital energy   -3.38 eV
LUMO   0.1276 Ha
Total charge   -1
Multiplicity   1